Below is one molecule with the formula C18H20N4O3S in a non-equilibrium geometry, with properties calculated with the ωB97M-V functional and the def2-TZVPD basis.

Each line ends with the natural charge from an NBO analysis.
Geometry (Å):
C -4.72 -2.49 0.73  -0.642
C -4.35 -1.20 1.45  -0.077
H -5.16 -0.87 2.11  0.185
H -3.43 -1.32 2.04  0.209
O -4.14 -0.17 0.47  -0.525
C -3.23 0.76 0.73  0.787
O -2.56 0.80 1.72  -0.586
C -3.14 1.79 -0.39  -0.231
C -3.48 3.15 0.22  -0.611
H -2.87 3.32 1.10  0.244
H -4.53 3.18 0.50  0.222
H -3.28 3.94 -0.50  0.220
C -4.02 1.50 -1.60  -0.613
H -5.06 1.44 -1.29  0.226
H -3.91 2.30 -2.32  0.224
H -3.76 0.56 -2.09  0.211
S -1.35 1.92 -0.90  0.315
C -0.70 0.30 -0.73  0.324
N 0.58 0.26 -0.52  -0.522
C 1.09 -0.99 -0.42  0.372
N 2.38 -1.34 -0.21  -0.193
N 2.50 -2.68 -0.15  -0.248
C 1.31 -3.20 -0.33  0.020
C 0.35 -2.18 -0.51  -0.312
C -1.06 -2.13 -0.74  0.675
O -1.87 -3.02 -0.84  -0.612
N -1.49 -0.79 -0.87  -0.627
H -2.48 -0.69 -1.06  0.430
H 1.17 -4.26 -0.32  0.222
C 3.52 -0.53 -0.05  0.192
C 4.75 -1.14 0.14  -0.222
C 5.88 -0.36 0.29  -0.207
C 5.81 1.03 0.26  -0.020
C 4.57 1.62 0.07  -0.204
C 3.42 0.86 -0.09  -0.238
H 2.47 1.33 -0.24  0.252
H 4.49 2.70 0.04  0.210
C 7.04 1.86 0.45  -0.626
H 6.94 2.82 -0.05  0.215
H 7.19 2.06 1.52  0.220
H 7.92 1.35 0.07  0.216
H 6.84 -0.84 0.44  0.210
H 4.80 -2.21 0.16  0.242
H -5.59 -2.33 0.10  0.207
H -3.89 -2.84 0.12  0.250
H -4.95 -3.25 1.47  0.219

The SMILES is CCOC(=O)C(C)(C)Sc1nc2c(cnn2-c2ccc(C)cc2)c(=O)[nH]1. The maximum force comes out at 1.2 eV/Å. The calculation puts the LUMO energy at 0.375 eV. The HOMO energy is -8.30 eV. Its charge is 0. The energy relative to the best compared isomer or geometry (same formula, charge and spin) is 14.51 kcal/mol. The gap between HOMO and LUMO is 8.6744 eV. Its spin multiplicity is 1.


Below is a 2-piece molecular cluster, C7H12ClN2O2S overall in a non-equilibrium geometry, with properties calculated with the ωB97M-V functional and the def2-TZVPD basis.

Each line ends with the natural charge from an NBO analysis.
Geometry (Å):
C 1.05 -1.29 0.92  -0.036
C 0.11 -1.65 -0.01  -0.027
C 0.48 0.44 -0.19  0.251
C -2.47 -0.95 -1.36  -0.626
C 2.30 2.12 1.85  -0.777
C -1.11 -0.56 -1.83  -0.219
C 2.37 0.78 1.41  0.082
N 1.22 0.02 0.81  -0.353
N -0.25 -0.55 -0.67  -0.271
O 2.89 -0.21 -1.65  -0.889
O 2.44 2.20 -1.24  -0.906
S 3.25 1.03 -0.95  1.800
Cl 5.23 1.36 -1.27  -0.110
H 1.62 -1.94 1.51  0.254
H -0.28 -2.63 -0.36  0.262
H 0.46 1.50 -0.66  0.294
H -3.29 -1.02 -2.12  0.259
H -2.72 -0.07 -0.62  0.216
H -2.52 -1.90 -0.81  0.227
H 1.35 2.54 1.75  0.260
H 2.95 2.95 1.42  0.312
H 2.48 2.26 2.97  0.282
H -1.01 0.36 -2.31  0.231
H -0.68 -1.25 -2.53  0.228
H 2.84 0.00 2.16  0.254

The maximum force comes out at 5.3 eV/Å. The calculation puts the LUMO energy (alpha / beta) at -5.722 / -5.738 eV. The HOMO energy (alpha / beta) is -13.22 / -13.22 eV. Its charge is +1. The energy relative to the best compared isomer or geometry (same formula, charge and spin) is 75.02 kcal/mol. The gap between HOMO and LUMO (alpha / beta) is 7.5019 / 7.4785 eV. Its spin multiplicity is 1.


Below is a 2-piece molecular cluster, C35H40ClN2O3S overall in a non-equilibrium geometry, with properties calculated with the ωB97M-V functional and the def2-TZVPD basis.

Each line ends with the Löwdin charge.
Geometry (Å):
C 5.70 -0.73 1.54  -0.045
C 4.92 -1.51 2.61  -0.528
C 4.88 -3.00 2.21  -0.064
C 5.65 -1.38 3.96  -0.049
C 3.52 -0.90 2.74  -0.077
C 2.41 -1.64 2.51  0.023
C 1.10 -1.09 2.62  -0.205
C -0.03 -1.88 2.46  0.034
C -1.38 -1.37 2.50  -0.196
C -1.75 -0.16 1.88  0.006
C -3.01 0.36 1.98  -0.141
C -3.99 -0.34 2.73  -0.098
N -5.29 0.13 2.79  -0.076
C -5.73 1.30 2.00  -0.156
C -4.61 2.32 1.83  -0.170
C -3.34 1.65 1.29  -0.137
C -6.36 -0.65 3.45  -0.157
C -5.83 -1.43 4.65  -0.174
C -4.63 -2.29 4.24  -0.150
C -3.64 -1.55 3.38  -0.153
C -2.37 -2.05 3.24  0.016
C 0.98 0.27 3.02  0.027
C 2.05 1.06 3.26  -0.077
C 1.87 2.53 3.67  -0.525
C 2.52 2.76 5.04  -0.047
C 0.38 2.93 3.75  -0.062
C 2.56 3.41 2.62  -0.046
C 3.39 0.51 3.11  -0.301
O 4.38 1.20 3.31  0.015
H 5.80 0.32 1.82  0.073
H 6.70 -1.14 1.41  0.079
H 5.18 -0.77 0.58  0.091
H 4.36 -3.59 2.95  0.081
H 4.39 -3.13 1.25  0.084
H 5.89 -3.40 2.12  0.080
H 5.10 -1.90 4.74  0.084
H 6.65 -1.81 3.90  0.078
H 5.75 -0.34 4.25  0.073
H 2.48 -2.68 2.24  0.100
H 0.11 -2.94 2.38  0.115
H -1.02 0.35 1.27  0.131
H -6.06 0.93 1.02  0.123
H -6.61 1.75 2.48  0.113
H -4.93 3.14 1.17  0.113
H -4.40 2.79 2.80  0.116
H -2.49 2.34 1.37  0.112
H -3.46 1.45 0.22  0.123
H -7.17 0.03 3.76  0.113
H -6.79 -1.33 2.71  0.123
H -5.54 -0.74 5.45  0.116
H -6.63 -2.07 5.07  0.111
H -4.12 -2.67 5.13  0.116
H -4.97 -3.17 3.69  0.122
H -2.10 -2.97 3.73  0.121
H -0.01 0.65 3.20  0.086
H 3.59 2.54 5.00  0.074
H 2.40 3.79 5.36  0.078
H 2.07 2.11 5.80  0.085
H -0.12 2.79 2.80  0.075
H -0.15 2.35 4.51  0.085
H 0.28 3.98 4.02  0.080
H 2.14 3.24 1.64  0.089
H 2.44 4.47 2.87  0.079
H 3.63 3.19 2.58  0.074
N -5.37 1.90 -5.87  0.141
C -4.68 1.13 -5.36  -0.202
C -3.83 0.20 -4.74  -0.257
C -4.20 -0.42 -3.55  -0.026
C -3.38 -1.35 -2.97  -0.045
C -2.18 -1.68 -3.56  -0.280
S -1.11 -2.93 -2.84  0.653
C 0.04 -1.97 -1.87  -0.876
Cl 0.98 -2.75 -0.69  0.504
O -1.98 -3.67 -1.86  -0.431
O -0.36 -3.51 -4.01  -0.415
C -1.80 -1.07 -4.74  -0.048
C -2.62 -0.14 -5.33  -0.021
H -5.15 -0.17 -3.10  0.113
H -3.67 -1.86 -2.06  0.114
H 0.12 -0.92 -1.99  -0.036
H -0.87 -1.37 -5.20  0.115
H -2.32 0.33 -6.25  0.116

The maximum force comes out at 3.8 eV/Å. The calculation puts the LUMO energy at 1.606 eV. The HOMO energy is -2.81 eV. Its charge is -1. The energy relative to the best compared isomer or geometry (same formula, charge and spin) is 0.00 kcal/mol. The gap between HOMO and LUMO is 4.4118 eV. Its spin multiplicity is 1.


Below is a 6-piece molecular cluster, C4H20N8O6 overall in a non-equilibrium geometry, with properties calculated with the ωB97M-V functional and the def2-TZVPD basis.

Each line ends with the natural charge from an NBO analysis.
Geometry (Å):
O -2.04 2.59 -2.11  -0.951
H -1.76 3.40 -2.54  0.486
H -2.64 2.88 -1.42  0.483
O -0.24 1.19 -0.48  -1.010
H -0.90 1.40 -1.16  0.511
H 0.24 0.43 -0.83  0.508
C 1.93 -1.61 -0.70  0.796
O 0.73 -1.42 -0.97  -0.760
N 2.89 -1.51 -1.64  -0.826
N 2.37 -2.04 0.52  -0.854
H 3.78 -1.95 -1.49  0.400
H 2.59 -1.17 -2.54  0.406
H 1.58 -2.09 1.15  0.453
H 3.31 -1.82 0.80  0.390
C 2.12 3.04 1.36  0.764
O 3.03 3.88 1.40  -0.687
N 0.89 3.37 0.90  -0.858
N 2.23 1.78 1.80  -0.842
H 0.29 2.60 0.65  0.405
H 0.65 4.29 0.58  0.400
H 3.07 1.43 2.20  0.407
H 1.45 1.17 1.62  0.391
C -2.45 -1.70 -2.40  0.773
O -3.65 -1.75 -2.67  -0.675
N -1.74 -2.68 -1.75  -0.863
N -1.64 -0.70 -2.79  -0.867
H -2.16 -3.55 -1.48  0.396
H -0.76 -2.54 -1.57  0.414
H -0.66 -0.64 -2.62  0.402
H -2.15 0.06 -3.23  0.405
C -0.86 -1.06 2.42  0.805
O 0.16 -1.63 2.06  -0.713
N -1.36 0.13 1.99  -0.849
N -1.52 -1.49 3.56  -0.847
H -0.99 0.58 1.16  0.435
H -2.26 0.40 2.35  0.381
H -1.20 -2.33 4.00  0.410
H -2.31 -0.95 3.85  0.381

The SMILES is NC(N)=O.NC(N)=O.NC(N)=O.NC(N)=O.O.O. The maximum force comes out at 3.0 eV/Å. The calculation puts the LUMO energy at 0.120 eV. The HOMO energy is -9.25 eV. Its charge is 0. The energy relative to the best compared isomer or geometry (same formula, charge and spin) is 5.49 kcal/mol. The gap between HOMO and LUMO is 9.3663 eV. Its spin multiplicity is 1.


Below is one molecule with the formula C5H10ClN in a non-equilibrium geometry, with properties calculated with the ωB97M-V functional and the def2-TZVPD basis.

Each line ends with the natural charge from an NBO analysis.
Geometry (Å):
C -0.77 -1.82 1.40  0.298
C -0.19 1.10 -1.20  -0.599
C 1.45 -0.02 0.34  -0.608
C -0.86 -0.96 0.01  -0.435
C -0.02 0.31 0.10  -0.219
N -1.34 -1.40 2.41  -0.640
Cl 0.18 -3.28 1.27  -0.056
H 0.16 0.51 -2.05  0.201
H 0.38 2.02 -1.17  0.211
H -1.24 1.34 -1.36  0.208
H 1.82 -0.71 -0.42  0.203
H 2.05 0.89 0.30  0.211
H 1.59 -0.48 1.31  0.211
H -1.92 -0.71 -0.11  0.229
H -0.53 -1.60 -0.80  0.212
H -0.39 0.91 0.93  0.210
H -1.25 -1.93 3.27  0.363

The SMILES is [H]/N=C(\Cl)CC(C)C. The maximum force comes out at 3.1 eV/Å. The calculation puts the LUMO energy at 0.924 eV. The HOMO energy is -10.31 eV. Its charge is 0. The energy relative to the best compared isomer or geometry (same formula, charge and spin) is 0.00 kcal/mol. The gap between HOMO and LUMO is 11.2318 eV. Its spin multiplicity is 1.


Q: What is the formula in the fourth record?
A: C4H20N8O6


Q: Look up the charge of the second one.
A: +1


Q: Which of these has the lowest charge?
A: C35H40ClN2O3S


Q: Which formula does entry 3 have?
A: C35H40ClN2O3S